No. 1
17
Properties=species:S:1:pos:R:3:forces:R:3:lowdin_spin:R:1 method="wB97M-V/def2-TZVPD" spin_multiplicity=3 total_energy_ev=-273427.53093 lumo_energy_ev="2.0 / 1.5" s2=2.018 charge=-1 fmax_ev_per_a=0.6
Pt 0.0496 -0.6053 -0.0303 0.46 -0.24 -0.23 0.1727
Se -0.3903 -1.0974 2.2147 -0.15 0.02 -0.20 0.4097
Se -1.2143 -3.0568 2.7707 0.04 -0.03 0.08 0.5023
Se -2.2854 -3.7796 -0.3994 -0.01 -0.03 -0.07 0.4838
Se -1.5618 -1.8428 -1.1582 -0.06 0.12 0.29 0.4057
N -0.7657 1.9985 -0.1482 0.00 0.30 -0.06 0.0127
C 0.4410 2.8260 -0.2545 -0.10 -0.24 0.07 0.0007
C 1.2992 2.3616 -1.4311 -0.16 0.04 -0.05 0.0004
C 2.3597 1.3292 -1.0557 0.06 -0.27 0.17 0.0012
O 3.5279 1.6012 -1.3062 -0.01 -0.12 0.04 0.0010
O 1.9750 0.2266 -0.4880 -0.10 0.33 -0.04 0.0089
H -1.3665 2.1358 -0.9523 0.00 -0.02 -0.02 0.0001
H -1.3091 2.2179 0.6768 0.03 -0.05 0.05 0.0002
H 1.0026 2.6988 0.6726 0.01 0.03 0.04 0.0002
H 0.2154 3.8920 -0.3506 -0.02 0.09 -0.06 0.0003
H 1.8241 3.2040 -1.8751 0.02 0.03 -0.02 0.0000
H 0.6464 1.9294 -2.1978 -0.01 0.03 0.00 0.0003

=====

No. 2
36
Properties=species:S:1:pos:R:3:forces:R:3:lowdin_spin:R:1 method="wB97M-V/def2-TZVPD" spin_multiplicity=6 total_energy_ev=-21269.97614 lumo_energy_ev="-8.0 / -10.1" s2=8.800 charge=+2 fmax_ev_per_a=5.6
Ru 0.2106 0.7675 -0.2185 2.29 1.04 1.32 2.7342
N 2.3043 0.6787 -0.2185 0.94 -5.54 0.08 0.0983
C 2.9770 1.6804 0.5723 0.98 0.91 0.55 0.0155
C 2.5588 3.1157 0.1893 -0.13 -0.24 -0.14 0.0015
C 1.1235 3.5338 0.5723 0.89 1.17 0.76 0.0128
N 0.1218 2.8612 -0.2185 -5.21 -0.07 -0.27 0.0781
H 2.5002 -0.5131 0.1220 -0.15 5.47 -0.62 0.0009
H 2.6364 0.5866 -1.1844 0.27 0.61 0.23 0.0162
H 4.0589 1.5722 0.4408 -0.09 0.19 0.10 0.0022
H 2.7617 1.5118 1.6329 -0.07 -0.09 -0.22 0.0054
H 2.7184 3.2753 -0.8852 0.01 0.00 0.09 0.0001
H 3.2451 3.8020 0.7024 -0.19 -0.14 -0.10 0.0003
H 1.0153 4.6158 0.4408 0.16 -0.12 0.08 0.0001
H 0.9549 3.3187 1.6329 -0.10 -0.08 -0.23 0.0063
H 0.0297 3.1933 -1.1845 0.59 0.33 0.19 0.0168
H -1.0700 3.0571 0.1220 4.28 0.29 -0.54 0.0291
N -1.9137 0.7933 -0.2185 -3.80 -1.78 -0.49 0.3629
C -2.1296 -0.5853 -0.2176 0.80 0.01 0.01 0.2586
C -3.4715 -1.0656 -0.2164 -1.25 -1.13 0.13 0.1681
C -3.7866 -2.4205 -0.2154 -0.27 1.62 0.01 0.0496
C -2.7666 -3.3525 -0.2156 -0.51 -0.57 -0.01 0.2776
C -1.4314 -2.9360 -0.2167 0.57 -0.05 -0.02 0.0215
C -0.4237 -3.9119 -0.2167 0.43 -0.31 -0.04 0.1392
C 0.9092 -3.5395 -0.2177 -0.22 -0.02 0.20 0.0258
C 1.1857 -2.1940 -0.2186 0.04 0.41 0.19 0.1084
N 0.2364 -1.2345 -0.2185 -1.38 -0.77 -0.92 0.0898
C -1.0798 -1.5567 -0.2176 0.72 -2.29 0.25 0.1040
H -1.8371 1.8434 -0.2192 1.15 0.18 0.52 0.0768
H -2.9251 0.9372 -0.2184 -1.05 0.87 -0.34 0.0390
H -4.3162 -0.3773 -0.2161 0.31 0.16 0.02 0.0071
H -4.8246 -2.7422 -0.2146 0.17 0.16 -0.02 -0.0014
H -3.0202 -4.4103 -0.2149 0.22 0.14 0.04 0.0099
H -0.6734 -4.9702 -0.2160 -0.14 0.23 0.01 0.0050
H 1.7040 -4.2752 -0.2178 -0.03 0.11 -0.02 -0.0012
H 2.2079 -1.8277 -0.2193 -0.12 -0.71 -0.28 0.0044
H 0.2106 0.7675 1.6092 -0.10 0.01 -0.53 0.2372

=====

No. 3
58
Properties=species:S:1:pos:R:3:forces:R:3:lowdin_charge:R:1 method="wB97M-V/def2-TZVPD" spin_multiplicity=1 total_energy_ev=-33292.02741 lumo_energy_ev=0.4 fmax_ev_per_a=7.6
N 0.1942 -5.8131 22.0130 -4.27 1.74 -3.36 0.1847
C 0.7367 -6.7336 22.7112 0.41 -7.61 0.26 -0.6166
N 1.6798 -6.2716 23.4567 3.99 0.73 3.95 0.1474
O 0.5506 -8.1222 22.6650 0.11 6.13 -0.22 -0.1321
H -0.6140 -6.0982 21.3864 1.49 0.88 0.58 0.0975
H 0.4908 -4.8327 22.1037 -0.41 -1.19 -0.20 0.1254
H 2.2459 -6.9615 23.9555 -0.54 0.39 -0.31 0.1271
H 1.7494 -5.2836 23.8254 -0.47 -1.54 -0.68 0.0914
N -5.8651 -10.3572 21.1815 -3.61 1.02 0.13 0.1338
C -4.7087 -10.1666 21.7892 2.25 5.14 1.12 -0.5269
N -3.7291 -10.9891 21.3917 1.68 0.03 1.45 0.1598
O -4.4616 -8.9750 22.4926 -1.30 -6.10 -2.99 -0.1345
H -6.6152 -9.6422 21.4080 1.37 -1.55 -0.51 0.1517
H -6.0844 -11.1558 20.5634 0.36 0.99 0.85 0.1247
H -2.7978 -10.7403 21.7968 -0.55 -0.22 -0.60 0.0777
H -3.8175 -11.8653 20.8684 -0.34 0.88 0.50 0.1211
C -0.4623 -12.5158 21.9233 1.48 1.30 -0.81 -0.0881
C -0.2674 -11.0996 22.5060 1.15 0.39 1.29 -0.2971
O -1.1596 -10.0855 22.0384 -0.39 -1.92 -0.84 -0.1413
H -0.3815 -12.5275 20.8101 0.19 0.05 0.79 0.0856
H -1.4150 -12.8518 22.1633 -1.89 -0.81 0.49 0.0232
H 0.2690 -13.2145 22.3763 -0.31 0.48 -0.34 0.0824
H 0.8100 -10.7825 22.3743 -1.17 -0.16 -0.04 0.1206
H -0.4483 -11.1081 23.6122 0.42 -0.49 -0.65 0.1197
H -0.7029 -9.2475 22.0951 0.75 1.10 0.27 0.0106
C -7.2020 -4.9375 20.7628 -0.11 -0.22 -1.22 -0.0922
C -5.9915 -5.5039 21.4049 1.62 -1.23 0.27 -0.3365
O -6.2242 -5.9948 22.7274 -1.22 0.54 -0.62 -0.0757
H -7.3479 -3.9369 21.0901 -0.79 0.71 0.64 0.0620
H -8.0438 -5.6092 20.8736 -0.40 0.17 0.46 0.0763
H -7.0950 -4.8415 19.6663 0.39 -0.17 0.37 0.0823
H -5.1763 -4.7701 21.4613 -0.13 0.08 -0.21 0.1147
H -5.6157 -6.3553 20.8028 -0.08 0.28 0.06 0.0992
H -5.3790 -6.2289 23.1004 0.60 -0.13 0.25 0.0180
C -5.0370 -4.1026 25.3601 -0.67 -0.95 1.15 -0.1955
O -3.9873 -4.3046 24.5101 1.66 1.07 -1.66 -0.1244
H -5.8229 -4.8252 25.2223 -0.49 -0.47 -0.17 0.0702
H -5.5071 -3.1422 25.2625 0.17 0.70 -0.38 0.0739
H -4.6912 -4.2128 26.3764 -0.05 0.14 0.78 0.0710
H -3.7472 -5.2282 24.3756 -0.75 -0.21 0.24 0.0176
C -2.7436 -7.1329 20.6523 0.32 -0.01 0.68 -0.1165
O -1.5622 -6.6031 20.0528 -0.48 0.24 -0.02 -0.1193
H -3.4605 -7.5146 19.9678 -0.55 -0.12 -0.97 0.0786
H -3.2218 -6.3730 21.2501 -0.08 0.30 0.19 0.0733
H -2.4868 -7.9599 21.2828 0.16 -0.43 0.49 0.0472
H -1.5472 -6.8599 19.1392 0.25 -0.12 -0.50 0.0871
C -2.3940 -7.2001 24.3400 -1.31 0.13 -0.18 -0.0787
O -3.8037 -6.9792 24.0926 0.14 0.64 0.64 -0.1879
H -1.9441 -7.2406 23.3884 1.14 0.27 -0.97 0.0313
H -2.3797 -8.1829 24.7017 0.78 -1.39 0.99 0.0729
H -1.8922 -6.4932 25.0303 -0.78 -0.17 -0.41 0.1003
H -4.1732 -7.8195 23.7429 0.29 0.21 -0.07 0.0399
C -0.0535 -3.4604 25.0450 0.49 -0.69 0.43 -0.1011
O 1.2350 -3.7107 24.4345 -0.23 0.52 -0.42 -0.1764
H -0.0079 -4.0625 25.9850 -0.43 0.63 -0.73 0.0976
H -0.8524 -3.8344 24.3677 0.23 0.45 0.69 0.0807
H -0.1109 -2.3813 25.2761 -0.39 -0.58 -0.08 0.0864
H 1.1959 -3.2740 23.5754 0.30 0.19 0.15 0.0760

=====

No. 4
97
Properties=species:S:1:pos:R:3:forces:R:3:lowdin_charge:R:1 method="wB97M-V/def2-TZVPD" spin_multiplicity=1 total_energy_ev=-88725.75110 lumo_energy_ev=-4.0 charge=+1 fmax_ev_per_a=8.7
C 2.0368 1.2605 2.2267 -2.57 1.23 -1.44 0.0551
C 0.7743 1.5634 1.6227 2.28 -1.06 1.71 -0.0705
C -0.4387 0.5223 1.7811 1.78 0.04 -0.91 -0.2394
O -0.2179 -0.5244 0.7992 -1.55 -0.47 1.98 -0.1064
C -1.1796 -1.5718 1.1612 0.15 0.30 -2.13 -0.2036
C -0.8044 -2.8299 0.2101 -0.96 0.82 0.59 -0.0459
C -0.8266 -2.4691 -1.3506 1.66 -1.15 0.20 -0.3660
C 0.4194 -3.2737 -2.0223 -0.49 0.67 -0.04 -0.0442
O -2.1016 -2.8627 -1.9143 0.65 1.42 -0.18 -0.0611
C -2.6099 -0.9058 0.7502 1.87 -3.54 -2.23 -0.2768
O -3.5283 -1.9783 0.5771 -0.16 1.53 0.90 -0.0033
N -3.0447 0.2058 1.6580 0.54 -0.99 0.42 -0.2712
C -4.3914 0.7913 1.3392 -2.92 1.64 -1.07 -0.1629
C -4.8218 0.7649 -0.2072 -0.46 -0.71 0.16 -0.0454
C -6.0391 1.7927 -0.3571 -3.92 -0.16 -0.34 -0.3947
N -5.9010 3.2545 -0.2436 0.07 -1.88 1.15 0.1038
O -7.2126 1.3685 -0.5461 4.30 0.75 0.32 0.0388
P -3.2317 -0.2883 3.4054 0.20 1.31 1.68 1.0614
P -4.5393 -1.9937 3.6796 -3.64 -4.68 -0.05 0.4611
O -5.6827 -2.1600 2.6952 2.66 1.30 1.88 -0.3134
O -3.6296 -3.4601 3.6779 -1.11 2.19 -0.32 -0.2318
O -5.1382 -1.8741 5.2834 2.47 -0.66 -2.52 -0.1860
C -1.9008 1.2341 1.7054 2.06 1.59 0.48 -0.2239
C -1.9543 2.3641 0.5807 0.34 0.73 -0.37 -0.1158
C -1.4310 2.0062 -0.8739 -0.03 0.91 -1.39 -0.2986
C -0.3139 3.0557 -1.4221 -1.00 -0.19 0.54 -0.5996
I -0.4178 2.9050 -3.6116 0.34 0.11 0.85 0.7548
B -1.9436 2.1396 3.1118 -0.79 1.24 1.75 -0.5518
O -1.0325 1.9909 4.2158 -1.39 -0.80 -1.27 0.0880
N -2.9484 3.2736 3.2399 1.12 -0.83 0.25 -0.1696
C -3.8770 3.0575 4.3927 -1.24 0.90 -0.15 -0.1008
C -2.2341 4.5849 3.3062 0.79 0.85 -0.85 -0.0874
H 2.4695 0.2057 2.2561 -1.01 1.50 0.89 0.0925
H 2.5980 2.1764 2.6323 -0.15 -1.68 -1.46 0.0864
H 0.7333 2.5356 1.0449 -0.59 -0.97 1.51 0.0933
H -0.2502 0.0156 2.8000 -0.59 1.06 -1.35 0.1382
H -1.1196 -1.8910 2.2491 0.00 0.52 -1.11 0.1358
H -1.5562 -3.6736 0.3954 1.09 1.07 -0.36 0.1340
H 0.2143 -3.1864 0.5706 -1.30 0.60 -0.60 0.1320
H -0.6468 -1.3712 -1.5865 -0.15 -1.21 0.77 0.1330
H 1.2938 -3.3497 -1.2796 -1.27 0.28 -1.40 0.0690
H 0.1063 -4.3145 -2.3647 0.26 1.40 0.52 0.0925
H 0.7312 -2.6484 -2.9292 -0.19 -1.19 1.22 0.0696
H -2.3807 -2.0901 -2.4563 0.07 -1.11 0.40 0.1056
H -2.4016 -0.5035 -0.3091 -0.62 -0.19 1.85 0.1648
H -3.3518 -2.7315 1.1749 0.11 0.70 -0.37 0.0807
H -5.2515 0.2718 1.9074 1.64 0.29 -0.81 0.1333
H -4.4966 1.8968 1.6504 1.08 -1.83 0.05 0.1176
H -5.2368 -0.2861 -0.4300 0.45 1.77 0.27 0.1435
H -3.9778 0.9293 -0.9481 -1.04 0.29 1.07 0.1094
H -6.8628 3.6485 -0.2256 0.78 -0.59 -0.34 0.1092
H -5.5304 3.4666 0.6970 0.28 0.13 -0.74 0.0713
H -1.9504 -0.7576 3.9042 -0.81 -0.17 -0.89 0.0159
H -4.0013 -4.0441 2.9686 0.07 0.61 0.88 0.0901
H -4.7793 -2.6380 5.8044 -0.39 0.76 -0.45 0.0926
H -2.9685 2.8970 0.4674 1.43 -1.13 0.50 0.1297
H -1.2769 3.2171 0.9703 -1.04 -1.41 -0.43 0.1133
H -1.0231 0.9672 -1.0546 -0.41 1.14 0.60 0.0893
H -2.3117 2.1404 -1.6067 1.28 -0.31 1.18 0.0686
H 0.7362 2.8116 -1.0716 -1.34 0.35 -0.60 0.0449
H -0.6151 4.1375 -1.1843 0.57 -1.68 -0.30 0.0653
H -1.3101 1.2894 4.8384 0.55 0.61 -0.39 0.0952
H -4.9044 2.7889 3.9399 1.46 0.01 1.05 0.0920
H -3.5233 2.2757 5.1439 -0.56 1.07 -0.91 0.0788
H -4.0530 4.0661 4.9207 0.40 -1.64 -0.61 0.1074
H -1.2037 4.5069 2.7926 -1.42 0.07 0.78 0.0949
H -2.8011 5.3790 2.6915 0.73 -1.11 1.18 0.1081
H -2.0266 4.9481 4.3652 -0.39 -0.49 -1.29 0.1054
O 3.4592 -2.0995 -1.6487 -0.23 -3.49 -2.66 -0.3258
P 4.5731 -1.8301 -2.6761 1.64 7.02 4.88 0.7777
N 5.8132 -1.7649 -1.4614 0.59 -0.80 0.38 -0.3085
C 7.0629 -1.0175 -1.5077 0.28 0.04 -0.43 -0.1348
C 6.0607 -3.0326 -0.7705 -0.48 -0.12 0.28 -0.1481
N 4.0064 -0.2148 -2.9805 -0.91 0.65 -0.55 -0.3394
C 4.7182 0.9762 -2.5495 0.53 -0.06 -0.53 -0.1409
C 2.5729 0.0213 -2.7886 0.01 -0.36 -0.09 -0.1552
N 5.8080 -1.5926 -3.9317 -2.02 -2.44 -1.76 -0.2675
C 5.3507 -0.9937 -5.2072 -0.12 0.60 -0.34 -0.1246
C 6.3853 -2.9029 -4.3229 0.71 -0.34 0.35 -0.1347
H 7.7865 -1.4389 -2.2149 0.11 0.02 -0.01 0.0771
H 7.5410 -1.0143 -0.5224 -0.24 -0.27 0.02 0.0850
H 6.9294 0.0327 -1.7446 -0.17 -0.09 -0.23 0.0494
H 6.7281 -3.6868 -1.3440 0.17 -0.04 0.09 0.0655
H 5.1338 -3.5812 -0.5924 -0.02 0.15 -0.14 0.0671
H 6.5146 -2.8638 0.2103 0.04 0.11 -0.11 0.0800
H 4.8080 1.0295 -1.4594 0.11 0.03 0.09 0.0853
H 4.2102 1.8849 -2.8913 -0.21 -0.23 0.02 0.0817
H 5.7048 1.0355 -3.0127 0.09 -0.12 0.20 0.0671
H 2.3213 0.1483 -1.7293 -0.14 -0.06 0.10 0.0745
H 1.9831 -0.8041 -3.1920 0.06 0.05 0.18 0.0535
H 2.2473 0.9186 -3.3245 0.30 0.02 -0.04 0.0402
H 4.4775 -1.5183 -5.6058 0.10 0.08 -0.14 0.0888
H 6.1469 -1.0263 -5.9577 0.07 -0.37 0.24 0.0859
H 5.1054 0.0627 -5.1102 -0.12 -0.21 0.29 0.0699
H 5.6194 -3.5660 -4.7358 0.16 0.01 -0.18 0.0842
H 6.8445 -3.4124 -3.4727 -0.14 0.13 0.10 0.0630
H 7.1780 -2.7783 -5.0652 -0.17 0.14 0.06 0.0878